19
Properties=species:S:1:pos:R:3:nbo_charge:R:1 method="wB97M-V/def2-TZVPD" total_charge=-2 lumo_ev=6.20 relative_energy_kcal_mol=4.9
C 2.219 -0.448 0.712 -0.740
C -2.002 2.117 -0.721 -0.272
C 0.958 -0.827 1.517 0.250
O 0.970 -3.400 0.430 -1.059
O 0.503 0.198 -2.732 -1.195
O -2.068 0.193 -2.857 -1.180
O 0.268 -0.022 2.150 -0.610
O 1.668 -2.909 2.913 -1.191
O -0.786 1.490 -0.924 -0.825
P 0.508 -2.573 2.052 1.220
P -0.831 0.187 -2.026 2.177
H 3.021 -1.273 0.734 0.228
H 1.986 -0.283 -0.319 0.260
H 2.726 0.500 1.110 0.192
H -2.609 1.744 -1.581 0.214
H -1.758 3.195 -0.848 0.143
H -2.410 1.882 0.283 0.154
H 0.566 -2.704 -0.138 0.446
H -0.700 -0.831 -1.089 -0.212

74
Properties=species:S:1:pos:R:3:mulliken_charge:R:1 method="wB97M-V/def2-TZVPD" total_charge=+1 lumo_ev=-2.97
C -3.941 3.302 0.653 -1.164
C -3.524 2.394 -0.521 -0.154
O -2.099 2.203 -0.394 -0.169
N -1.673 1.113 -1.089 0.259
C -0.482 0.718 -0.906 -0.488
N 0.078 -0.417 -1.530 -0.202
C 0.942 -0.887 -0.425 -0.100
C 1.704 -2.199 -0.580 -1.142
C 0.848 -3.387 -0.102 -0.050
O -0.296 -3.573 -0.921 -0.612
C 0.532 -3.301 1.437 -0.491
N -0.822 -2.889 1.756 -0.084
C 1.673 0.459 -0.167 1.740
C 2.556 1.043 -1.303 -1.891
S 2.113 2.739 -1.784 1.017
O 0.911 2.773 -2.585 -0.588
O 2.095 3.654 -0.698 -0.595
S 2.813 0.575 1.287 1.510
O 3.878 -0.356 1.072 -0.624
O 3.374 1.876 1.385 -0.621
C 1.904 0.292 2.893 0.523
F 1.598 1.488 3.367 -0.266
F 0.769 -0.387 2.744 -0.080
C 2.866 -0.362 3.932 0.481
F 3.152 -1.604 3.627 -0.197
F 2.336 -0.269 5.126 -0.232
F 3.996 0.317 3.965 -0.209
N 0.468 1.336 -0.054 -0.556
H -3.827 2.743 1.589 0.290
H -3.260 4.162 0.677 0.329
H -4.970 3.649 0.529 0.390
H -4.098 1.465 -0.421 0.324
H -3.756 2.947 -1.440 0.286
H -2.265 0.587 -1.734 0.445
H 0.546 -0.231 -2.414 0.320
H 0.222 -0.923 0.404 -0.739
H 1.913 -2.380 -1.645 0.471
H 2.640 -2.244 -0.016 0.435
H 1.480 -4.284 -0.231 0.587
H -0.571 -4.492 -0.808 0.378
H 0.712 -4.277 1.908 0.403
H 1.268 -2.610 1.868 -0.229
H -1.511 -3.439 1.262 0.224
H -0.979 -1.900 1.625 0.148
H 2.538 0.428 -2.215 0.512
H 3.618 1.078 -1.015 0.765
H 3.101 3.194 -2.621 0.116
H -0.002 1.235 0.858 0.562
C 1.390 2.618 -7.671 -1.497
C 1.749 1.962 -6.359 0.693
C 3.069 2.411 -5.788 -0.435
O 3.489 1.266 -5.040 -0.333
C 2.909 0.177 -5.626 0.614
O 3.194 -0.947 -5.371 -0.538
O 1.969 0.552 -6.527 -0.343
H 0.413 2.275 -8.011 0.363
H 1.362 3.703 -7.571 0.381
H 2.106 2.349 -8.448 0.368
H 0.939 2.093 -5.636 0.141
H 2.963 3.278 -5.138 0.237
H 3.821 2.628 -6.551 0.384
C -5.160 -1.791 6.208 -1.477
C -4.301 -2.178 5.028 0.481
C -2.934 -2.688 5.401 -0.512
O -2.150 -2.323 4.256 -0.264
C -2.749 -1.246 3.695 0.584
O -2.261 -0.565 2.838 -0.506
O -3.973 -1.031 4.225 -0.354
H -6.143 -1.462 5.871 0.364
H -5.290 -2.631 6.890 0.375
H -4.718 -0.954 6.752 0.360
H -4.833 -2.893 4.394 0.257
H -2.916 -3.765 5.551 0.316
H -2.513 -2.197 6.282 0.313

21
Properties=species:S:1:pos:R:3:nbo_charge:R:1 method="wB97M-V/def2-TZVPD" total_charge=0 lumo_ev=0.61 relative_energy_kcal_mol=65.3 smiles=CC(C)O.O.O.O
C -0.030 1.405 -1.088 -0.653
C -0.041 1.536 0.665 0.120
C 1.059 2.595 0.976 -0.642
O 0.320 0.149 1.240 -0.772
H -0.642 0.502 -1.211 0.229
H 1.012 1.374 -1.440 0.203
H -0.660 2.170 -1.588 0.215
H -1.135 1.840 0.934 0.183
H 0.748 3.630 0.479 0.213
H 1.981 2.293 0.544 0.217
H 0.951 2.676 2.047 0.212
H -0.118 0.050 2.142 0.475
O 0.507 -2.192 -1.188 -0.922
H 0.949 -1.413 -1.381 0.457
H 0.827 -2.219 -0.235 0.467
O 4.815 -5.724 0.234 -0.958
H 3.793 -5.540 0.501 0.485
H 5.359 -4.961 0.296 0.474
O -6.144 0.527 -0.578 -0.921
H -6.592 1.335 -0.762 0.459
H -6.955 -0.034 -0.587 0.462

Number 1: HOMO level -0.593 eV. Number 2: HOMO level -11.400 eV. Number 3: HOMO level -10.259 eV.